Record 1
# C6H16

2 unconnected molecules or ions with the total composition C6H16 in a non-equilibrium geometry (ωB97M-V/def2-TZVPD, the OMol25 dataset).

```
22
C6H16 | the OMol25 dataset | ωB97M-V/def2-TZVPD
C -1.647 -1.287 -1.073
C -0.712 -0.260 -1.643
C -1.009 -2.653 -0.912
H -2.497 -1.535 -1.737
H -2.272 -0.927 -0.237
H 0.308 -0.632 -1.534
H -0.823 0.028 -2.684
H 0.073 -2.671 -0.955
H -1.302 -3.296 -1.764
H -0.711 0.655 -1.056
H -1.204 -3.211 0.011
C 0.597 1.607 0.685
C 1.156 2.559 1.747
C 1.197 0.187 0.919
H -0.440 1.438 0.969
H 0.945 1.965 -0.275
H 0.949 2.239 2.776
H 0.979 -0.055 1.971
H 0.930 3.602 1.606
H 2.241 2.444 1.883
H 0.974 -0.535 0.166
H 2.266 0.340 1.139
```

Computed properties:
Maximum force   3.22 eV/Å
Energy above the lowest of the compared OMol25 structures with the same formula, charge and spin   1.479 eV


Record 2
# C20H19FN2O5S3

C20H19FN2O5S3 in the gas phase in a non-equilibrium geometry (ωB97M-V/def2-TZVPD, the OMol25 dataset).

```
50
C20H19FN2O5S3 | the OMol25 dataset | ωB97M-V/def2-TZVPD
O -2.318 -3.690 -0.422
C -2.014 -2.857 0.404
N -1.871 -1.544 0.137
H -1.749 -0.885 0.901
C -2.174 -0.998 -1.164
H -1.263 -0.577 -1.606
H -2.532 -1.823 -1.786
C -3.239 0.101 -1.075
H -4.043 -0.243 -0.411
C -3.787 0.501 -2.454
H -4.723 -0.003 -2.679
H -3.058 0.251 -3.227
C -3.932 2.016 -2.336
H -3.873 2.529 -3.293
C -2.760 2.349 -1.417
H -2.895 3.272 -0.850
H -1.825 2.414 -1.994
O -2.687 1.280 -0.492
H -4.873 2.272 -1.848
C -1.678 -3.217 1.847
H -1.758 -2.371 2.527
H -2.300 -4.048 2.177
S 0.022 -3.889 1.909
C 0.952 -2.541 1.341
C 0.979 -1.189 1.590
N 1.971 -0.632 0.847
C 2.523 -1.618 0.192
C 3.632 -1.520 -0.696
C 4.260 -2.527 -1.386
C 5.334 -2.057 -2.159
C 5.506 -0.710 -2.049
S 4.363 0.020 -0.997
H 6.245 -0.100 -2.529
H 5.952 -2.689 -2.770
H 3.951 -3.555 -1.327
O 1.938 -2.807 0.448
S 0.158 -0.089 2.732
O 0.664 -0.362 4.046
O -1.272 -0.204 2.546
C 0.725 1.499 2.151
C 1.909 2.001 2.656
C 2.402 3.195 2.163
C 1.684 3.845 1.172
C 0.494 3.348 0.668
C 0.009 2.150 1.165
H -0.919 1.732 0.805
H -0.033 3.893 -0.099
F 2.160 5.004 0.682
H 3.323 3.622 2.527
H 2.422 1.453 3.430
```

Computed properties:
Energy   -2553.656058 Ha
Maximum force   1.44 eV/Å


> Which of these has the lowest maximum force?

C20H19FN2O5S3


> Which value of maximum force does entry 2 give?

1.44 eV/Å


> The highest maximum force belongs to which entry?

C6H16


Repeat the second record exactly.
# C20H19FN2O5S3

C20H19FN2O5S3 in the gas phase in a non-equilibrium geometry (ωB97M-V/def2-TZVPD, the OMol25 dataset).

```
50
C20H19FN2O5S3 | the OMol25 dataset | ωB97M-V/def2-TZVPD
O -2.318 -3.690 -0.422
C -2.014 -2.857 0.404
N -1.871 -1.544 0.137
H -1.749 -0.885 0.901
C -2.174 -0.998 -1.164
H -1.263 -0.577 -1.606
H -2.532 -1.823 -1.786
C -3.239 0.101 -1.075
H -4.043 -0.243 -0.411
C -3.787 0.501 -2.454
H -4.723 -0.003 -2.679
H -3.058 0.251 -3.227
C -3.932 2.016 -2.336
H -3.873 2.529 -3.293
C -2.760 2.349 -1.417
H -2.895 3.272 -0.850
H -1.825 2.414 -1.994
O -2.687 1.280 -0.492
H -4.873 2.272 -1.848
C -1.678 -3.217 1.847
H -1.758 -2.371 2.527
H -2.300 -4.048 2.177
S 0.022 -3.889 1.909
C 0.952 -2.541 1.341
C 0.979 -1.189 1.590
N 1.971 -0.632 0.847
C 2.523 -1.618 0.192
C 3.632 -1.520 -0.696
C 4.260 -2.527 -1.386
C 5.334 -2.057 -2.159
C 5.506 -0.710 -2.049
S 4.363 0.020 -0.997
H 6.245 -0.100 -2.529
H 5.952 -2.689 -2.770
H 3.951 -3.555 -1.327
O 1.938 -2.807 0.448
S 0.158 -0.089 2.732
O 0.664 -0.362 4.046
O -1.272 -0.204 2.546
C 0.725 1.499 2.151
C 1.909 2.001 2.656
C 2.402 3.195 2.163
C 1.684 3.845 1.172
C 0.494 3.348 0.668
C 0.009 2.150 1.165
H -0.919 1.732 0.805
H -0.033 3.893 -0.099
F 2.160 5.004 0.682
H 3.323 3.622 2.527
H 2.422 1.453 3.430
```

Computed properties:
Energy   -2553.656058 Ha
Maximum force   1.44 eV/Å